(1)
Here is a 7-piece molecular cluster, C37H71BNO15P overall at a distorted geometry from the OMol25 dataset. Energies are from ωB97M-V/def2-TZVPD.

XYZ file:
```
126
Properties=species:S:1:pos:R:3:forces:R:3:lowdin_charge:R:1
C 6.421 -6.342 -3.317 -0.1 -0.1 -0.2 -0.05
C 7.596 -5.382 -3.284 0.6 -0.6 0.1 -0.25
O 7.478 -4.426 -2.227 -0.6 0.3 -0.4 0.01
B 7.157 -3.144 -2.594 -0.2 -0.7 0.3 -0.57
C 5.985 -2.415 -1.842 0.9 0.3 -0.3 -0.15
C 4.742 -2.703 -2.696 -0.1 0.1 0.6 -0.19
C 3.416 -2.260 -2.037 0.2 -0.5 -1.1 -0.19
N 2.395 -3.319 -2.234 0.2 0.6 0.4 -0.04
C 1.488 -3.009 -3.345 -0.1 -0.4 0.4 -0.17
C 2.186 -2.998 -4.674 0.3 0.3 -0.3 -0.16
C 3.058 -4.027 -5.036 -0.2 0.1 -0.1 -0.05
C 3.743 -4.023 -6.242 -0.2 0.2 0.2 -0.08
C 3.579 -2.961 -7.127 -0.2 -0.3 0.5 -0.08
C 2.702 -1.942 -6.791 0.1 0.1 -0.1 -0.02
C 2.012 -1.953 -5.582 0.2 -0.3 -0.1 -0.27
O 1.179 -0.880 -5.284 0.1 -0.1 0.0 0.02
P 8.054 -2.119 -4.009 0.1 1.0 -0.2 0.90
C 9.758 -2.804 -4.148 -0.5 -0.1 0.0 -0.30
O 7.338 -2.619 -5.450 0.0 -0.4 0.2 -0.37
H 6.562 -7.185 -2.648 0.0 0.0 0.2 0.07
H 5.473 -5.867 -3.079 0.0 0.2 0.0 0.07
H 6.333 -6.747 -4.324 0.0 -0.1 -0.1 0.08
H 7.715 -4.917 -4.261 -0.1 0.4 0.1 0.09
H 8.497 -5.963 -3.094 0.2 0.0 0.0 0.12
H 5.873 -2.789 -0.826 -0.2 0.0 0.1 0.10
H 6.212 -1.348 -1.841 -0.3 0.2 0.3 0.09
H 4.671 -3.777 -2.826 -0.1 -0.2 -0.1 0.08
H 4.820 -2.244 -3.679 0.2 -0.1 -0.2 0.11
H 3.090 -1.342 -2.535 -0.1 0.2 0.2 0.11
H 3.571 -2.039 -0.986 -0.1 -0.2 0.2 0.09
H 1.858 -3.345 -1.376 -0.2 -0.2 -0.1 0.08
H 0.736 -3.799 -3.376 -0.2 0.0 0.1 0.13
H 0.978 -2.062 -3.163 -0.1 0.2 -0.2 0.11
H 3.196 -4.837 -4.336 0.0 -0.1 0.1 0.11
H 4.419 -4.834 -6.463 0.1 -0.1 -0.1 0.10
H 4.134 -2.956 -8.050 0.0 0.2 -0.2 0.10
H 2.556 -1.100 -7.453 0.0 0.1 0.0 0.11
H 0.285 -1.133 -5.531 -0.2 0.1 0.0 0.11
H 10.197 -2.817 -3.154 0.1 -0.1 0.1 0.04
H 10.329 -2.106 -4.753 0.2 0.0 -0.1 0.02
H 9.800 -3.793 -4.600 0.1 -0.2 0.1 0.03
H 8.009 -2.689 -6.134 0.0 0.1 -0.2 0.04
C 4.445 1.457 3.256 0.1 -0.2 -0.2 -0.05
C 3.372 0.517 3.762 0.4 0.2 0.0 -0.21
O 2.861 -0.333 2.722 -0.3 0.1 0.0 0.00
C 3.402 -1.468 2.291 0.0 0.3 -0.2 -0.51
C 4.820 -1.824 2.653 -0.1 -0.2 0.4 0.03
O 2.730 -2.141 1.545 0.3 -0.2 -0.2 0.06
H 5.325 0.918 2.897 0.0 0.0 0.1 0.07
H 4.756 2.133 4.051 0.0 0.0 0.0 0.09
H 4.066 2.048 2.422 0.0 0.1 0.1 0.08
H 3.704 -0.071 4.619 0.0 -0.1 -0.1 0.13
H 2.512 1.081 4.091 0.0 0.0 0.0 0.09
H 5.476 -1.499 1.847 0.0 0.0 0.0 0.10
H 4.888 -2.906 2.747 0.0 0.0 -0.2 0.09
H 5.158 -1.388 3.590 0.0 0.1 -0.1 0.08
C -2.075 3.829 4.848 0.3 -0.1 0.2 -0.05
C -0.871 3.422 4.031 -0.3 -0.1 -0.1 -0.22
O 0.271 3.088 4.841 0.3 0.1 0.0 0.01
C 0.447 1.878 5.379 -0.2 0.0 0.1 -0.53
C -0.699 0.896 5.406 0.0 -0.1 -0.4 0.03
O 1.519 1.611 5.869 -0.1 0.1 0.2 0.07
H -2.427 3.019 5.487 -0.1 0.0 -0.1 0.08
H -2.892 4.123 4.199 0.0 0.0 0.0 0.05
H -1.830 4.669 5.499 0.0 0.1 0.0 0.09
H -1.095 2.607 3.342 0.0 0.1 0.2 0.08
H -0.539 4.259 3.419 0.1 0.0 0.0 0.13
H -1.190 0.963 6.376 0.0 0.0 0.0 0.10
H -0.291 -0.105 5.286 0.1 0.0 0.2 0.09
H -1.434 1.048 4.621 0.0 0.1 0.1 0.07
C 1.158 0.273 -0.290 -0.1 0.3 0.0 -0.05
C -0.029 -0.228 0.503 0.2 -0.2 -0.1 -0.21
O -0.682 0.826 1.232 -0.1 0.0 0.3 0.01
C -1.617 1.629 0.709 0.2 0.0 -0.3 -0.51
C -1.860 1.621 -0.782 -0.2 -0.3 0.0 0.02
O -2.204 2.386 1.440 -0.1 0.0 -0.1 0.08
H 0.865 0.990 -1.059 -0.1 -0.1 -0.1 0.07
H 1.670 -0.560 -0.771 0.0 0.0 0.0 0.06
H 1.863 0.778 0.371 0.0 -0.1 0.1 0.08
H -0.746 -0.772 -0.114 -0.1 0.1 0.0 0.12
H 0.318 -0.922 1.267 0.0 0.1 0.1 0.11
H -1.281 2.427 -1.232 0.0 0.0 0.0 0.10
H -2.917 1.807 -0.954 0.0 0.2 0.0 0.09
H -1.606 0.683 -1.270 0.1 0.1 0.0 0.07
C -8.115 5.178 1.374 0.2 -0.1 0.2 -0.06
C -6.940 6.042 1.777 -0.1 -0.1 -0.1 -0.23
O -6.460 5.739 3.093 0.0 0.3 0.1 0.00
C -5.587 4.750 3.347 -0.1 -0.3 -0.1 -0.52
C -5.265 3.743 2.265 0.3 0.3 -0.1 0.02
O -5.127 4.657 4.454 -0.1 0.1 0.0 0.09
H -7.842 4.123 1.335 0.0 0.0 -0.1 0.07
H -8.487 5.469 0.398 0.0 0.0 -0.1 0.06
H -8.924 5.275 2.099 0.0 0.1 0.0 0.09
H -6.123 5.993 1.054 0.0 -0.1 0.0 0.11
H -7.249 7.085 1.828 0.0 0.0 0.1 0.12
H -5.903 2.871 2.405 0.0 0.0 0.0 0.10
H -4.227 3.437 2.373 -0.1 -0.1 0.1 0.06
H -5.390 4.117 1.253 -0.1 0.0 0.0 0.07
C -13.650 8.620 -0.058 0.0 -0.1 -0.1 -0.06
C -12.602 8.144 0.925 -0.1 0.2 0.0 -0.24
O -12.052 6.878 0.552 0.0 -0.1 0.2 0.00
C -11.038 6.742 -0.322 -0.1 0.0 -0.3 -0.52
C -10.597 7.931 -1.145 0.2 0.2 0.3 0.02
O -10.544 5.658 -0.468 -0.1 0.0 -0.1 0.09
H -13.230 8.780 -1.051 0.0 0.1 0.0 0.07
H -14.093 9.557 0.282 0.0 0.0 0.0 0.08
H -14.440 7.875 -0.155 0.0 0.0 0.1 0.08
H -11.809 8.878 1.075 0.0 0.0 -0.1 0.11
H -13.059 7.975 1.899 0.0 -0.1 0.0 0.12
H -11.096 7.887 -2.112 0.0 0.0 0.0 0.10
H -9.524 7.856 -1.300 0.0 -0.1 -0.1 0.09
H -10.796 8.895 -0.684 -0.1 0.0 -0.1 0.07
C 2.003 -5.505 0.838 -0.1 -0.2 0.0 -0.06
C 1.348 -4.809 2.009 0.1 -0.1 -0.1 -0.23
O -0.049 -5.123 2.098 -0.1 0.2 0.1 0.00
C -0.522 -6.221 2.712 0.1 -0.2 -0.1 -0.53
C 0.439 -7.314 3.127 0.1 0.2 0.3 0.01
O -1.707 -6.337 2.867 0.0 0.0 0.0 0.10
H 1.954 -6.591 0.932 0.1 0.0 0.0 0.07
H 3.049 -5.212 0.750 0.0 0.1 0.0 0.08
H 1.487 -5.238 -0.085 0.1 0.0 0.0 0.07
H 1.852 -5.017 2.956 0.0 -0.1 0.0 0.12
H 1.398 -3.737 1.855 -0.2 0.0 0.1 0.08
H 0.459 -8.072 2.346 0.0 0.0 0.0 0.09
H 0.064 -7.762 4.043 -0.1 -0.1 -0.1 0.09
H 1.452 -6.971 3.318 0.0 0.0 -0.1 0.07
```
Forces are in eV/Å.

Results
* structure (SMILES): CCOB(CCCNCc1ccccc1O)P(C)O.CCOC(C)=O.CCOC(C)=O.CCOC(C)=O.CCOC(C)=O.CCOC(C)=O.CCOC(C)=O
* HOMO-LUMO gap: 0.303 Eh
* highest occupied orbital energy: -7.8 eV
* total charge: 0
* lowest unoccupied orbital energy: 0.46 eV

***

(2)
Here is C37H71Cl3GeHfN5O4S as an isolated structure at a distorted geometry from the OMol25 dataset. Energies are from ωB97M-V/def2-TZVPD.

XYZ file:
```
123
Properties=species:S:1:pos:R:3:forces:R:3:lowdin_charge:R:1
Hf 0.005 0.164 -1.206 -1.6 -0.5 0.5 1.64
C -0.081 2.803 -3.492 0.0 0.0 -0.1 -0.06
O -0.413 1.424 -3.232 0.2 -0.2 0.6 -0.40
C -1.043 0.803 -4.360 0.0 0.3 -0.1 -0.17
C -1.514 -0.542 -3.916 -0.2 -0.3 0.1 -0.12
O -0.468 -1.105 -3.106 0.4 0.0 0.1 -0.31
C -0.067 -2.443 -3.445 -0.3 0.0 -0.2 -0.13
C 1.290 -2.719 -2.878 0.2 0.0 0.2 -0.19
O 1.364 -2.216 -1.534 0.0 0.0 0.0 -0.37
C 2.429 -2.884 -0.826 -0.1 0.0 0.0 -0.11
H -0.991 3.343 -3.756 0.0 0.0 0.0 0.11
H 0.350 3.214 -2.588 0.0 -0.1 -0.1 0.04
H 0.644 2.845 -4.304 0.0 0.0 0.0 0.09
H -1.898 1.408 -4.673 0.0 0.1 0.0 0.15
H -0.322 0.744 -5.170 0.1 0.0 -0.1 0.10
H -2.403 -0.476 -3.294 -0.1 0.0 0.1 0.11
H -1.718 -1.189 -4.765 0.0 0.0 -0.1 0.15
H -0.820 -3.130 -3.060 0.0 0.0 0.0 0.14
H -0.011 -2.532 -4.530 0.0 0.0 0.0 0.15
H 1.432 -3.802 -2.866 0.1 0.0 0.0 0.15
H 2.085 -2.271 -3.476 0.0 0.0 0.0 0.08
H 2.194 -3.948 -0.760 0.0 0.0 0.0 0.10
H 3.367 -2.745 -1.354 0.0 0.0 0.0 0.04
H 2.470 -2.473 0.176 0.0 0.1 0.0 0.04
C 0.885 -1.029 3.832 0.2 0.1 0.1 -0.03
C 0.240 -2.112 2.979 -0.1 -0.1 -0.1 -0.61
C 0.773 -3.481 3.378 0.1 -0.1 0.0 -0.03
C -1.286 -2.082 3.130 0.0 0.1 0.0 -0.02
N 0.656 -1.930 1.558 0.0 0.1 0.3 -0.03
N 0.293 -0.642 1.057 0.4 0.1 -0.6 -0.03
H 0.702 -1.237 4.887 0.0 0.0 0.0 0.10
H 0.474 -0.035 3.631 0.0 0.0 0.0 0.07
H 1.971 -0.997 3.678 -0.1 0.0 0.0 0.07
H 0.486 -3.720 4.404 0.0 0.0 -0.1 0.10
H 1.864 -3.510 3.305 -0.1 0.0 0.0 0.08
H 0.364 -4.262 2.727 0.0 0.1 0.1 0.09
H -1.568 -2.247 4.172 0.0 0.0 -0.1 0.10
H -1.757 -2.859 2.521 0.0 0.0 0.0 0.08
H -1.721 -1.120 2.834 0.0 -0.1 0.1 0.08
H 0.147 -2.593 0.983 -0.1 -0.1 0.1 0.08
H 1.011 -0.004 1.382 0.0 0.1 0.1 0.04
H -0.588 -0.319 1.459 -0.2 0.0 0.0 0.07
C 2.242 2.774 1.050 0.2 -0.2 0.0 -0.07
C 0.820 2.893 0.533 -0.1 0.0 -0.1 -0.64
C -0.159 2.945 1.693 -0.1 0.0 0.1 -0.01
C 0.696 4.143 -0.317 -0.1 0.2 -0.1 -0.03
O 0.529 1.727 -0.277 0.0 0.4 0.0 -0.39
H 2.528 3.703 1.548 0.0 -0.1 0.0 0.11
H 2.925 2.603 0.213 -0.1 0.0 0.1 0.02
H 2.329 1.963 1.788 0.0 0.1 -0.1 0.06
H 0.224 3.622 2.460 -0.1 0.0 0.0 0.11
H -0.291 1.962 2.151 0.0 0.0 0.0 0.07
H -1.137 3.314 1.380 0.1 -0.1 0.0 0.06
H 0.844 5.024 0.312 0.0 0.0 -0.1 0.11
H -0.299 4.215 -0.760 0.0 0.0 0.1 0.08
H 1.445 4.153 -1.110 0.0 0.0 0.1 0.05
C -0.828 -4.805 -0.512 -0.1 0.1 0.0 -0.02
C -1.871 -3.740 -0.253 0.3 -0.1 0.0 -0.27
C -3.117 -4.079 0.255 -0.1 -0.1 0.1 -0.02
C -4.052 -3.087 0.496 -0.2 0.2 0.1 -0.24
C -5.418 -3.427 1.042 0.1 0.1 0.0 -0.03
C -3.750 -1.747 0.216 -0.3 -0.1 0.1 0.00
C -2.526 -1.361 -0.323 0.2 0.6 -0.4 -0.26
C -1.611 -2.405 -0.514 0.1 0.2 -0.2 -0.09
N -2.105 -0.037 -0.709 -0.1 -0.2 0.0 -0.07
C -3.151 1.056 -0.663 0.2 -0.2 0.1 -0.42
C -3.559 1.379 0.788 0.0 0.1 0.0 -0.08
C -4.567 2.535 0.828 0.0 -0.1 -0.1 -0.27
C -5.801 2.157 -0.006 0.1 0.0 0.0 -0.10
C -5.389 1.923 -1.466 0.1 0.0 0.1 -0.27
C -4.746 3.194 -2.029 0.0 0.0 0.0 -0.11
C -3.510 3.529 -1.192 -0.1 0.0 0.0 -0.27
C -3.933 3.801 0.253 0.0 0.0 0.0 -0.11
C -2.545 2.341 -1.243 0.0 -0.1 -0.1 -0.11
C -4.384 0.760 -1.542 0.0 0.0 0.0 -0.07
H -0.675 -5.431 0.370 0.0 0.0 0.0 0.09
H 0.133 -4.370 -0.793 -0.1 0.0 0.0 0.04
H -1.142 -5.473 -1.319 0.0 0.0 0.0 0.10
H -3.352 -5.118 0.468 0.0 0.1 0.0 0.13
H -5.484 -4.476 1.330 0.0 0.0 0.0 0.08
H -6.190 -3.237 0.293 0.0 0.0 0.0 0.09
H -5.658 -2.817 1.916 0.0 0.0 0.0 0.09
H -4.520 -1.030 0.436 -0.1 0.0 0.0 0.09
H -0.633 -2.163 -0.906 0.1 -0.3 -0.1 0.04
H -2.654 1.641 1.351 -0.1 0.0 -0.1 0.11
H -3.997 0.521 1.291 0.0 -0.1 0.0 0.10
H -4.859 2.705 1.865 0.0 0.0 0.0 0.14
H -6.542 2.960 0.044 0.0 0.0 0.0 0.13
H -6.274 1.257 0.404 0.0 0.1 0.0 0.13
H -6.269 1.663 -2.057 0.0 0.0 0.0 0.15
H -5.455 4.027 -2.003 0.0 0.0 0.0 0.13
H -4.465 3.040 -3.077 0.0 0.0 0.0 0.12
H -3.009 4.409 -1.606 0.0 0.0 0.0 0.14
H -4.651 4.625 0.278 0.0 0.0 0.0 0.13
H -3.072 4.109 0.859 -0.1 0.0 0.0 0.11
H -1.633 2.590 -0.699 0.0 0.0 0.0 0.08
H -2.288 2.156 -2.291 0.0 0.1 0.2 0.10
H -4.052 0.638 -2.580 0.0 0.0 0.0 0.11
H -4.885 -0.162 -1.264 0.0 0.0 0.0 0.11
Cl 4.368 -0.642 -2.430 0.1 0.0 0.2 0.10
Ge 2.455 0.503 -2.551 1.0 0.1 -0.9 -0.12
Cl 2.295 0.232 -4.747 -0.2 0.0 0.0 0.16
Cl 3.275 2.549 -2.512 0.1 0.0 0.1 0.16
C 5.236 -2.031 2.720 0.1 0.2 -0.1 -0.03
N 6.003 -0.882 2.206 0.2 -0.3 0.1 -0.16
C 7.469 -1.039 2.316 -0.2 0.1 0.1 0.00
C 5.473 0.097 1.485 -0.2 0.0 -0.2 -0.64
S 3.902 -0.075 0.764 0.2 0.0 0.2 0.92
N 6.110 1.256 1.306 -0.1 0.3 0.1 -0.17
C 5.914 2.113 0.118 0.1 -0.1 0.2 -0.04
C 6.898 1.871 2.393 0.0 -0.1 -0.2 0.00
H 5.640 -2.301 3.692 0.0 0.0 0.0 0.11
H 5.342 -2.881 2.045 0.0 0.0 0.0 0.11
H 4.184 -1.782 2.825 0.0 0.1 0.0 0.05
H 7.705 -2.084 2.131 0.0 0.0 0.0 0.11
H 7.826 -0.770 3.308 0.0 0.0 0.0 0.11
H 7.967 -0.432 1.568 0.0 0.0 0.0 0.10
H 5.413 1.571 -0.676 0.0 -0.1 0.0 0.02
H 6.898 2.421 -0.231 0.0 0.0 0.0 0.11
H 5.341 3.000 0.383 0.0 0.0 0.0 0.09
H 6.741 1.335 3.324 0.0 0.0 0.0 0.10
H 6.550 2.896 2.513 0.0 0.0 0.0 0.11
H 7.959 1.890 2.151 0.0 0.0 0.0 0.11
```
Forces are in eV/Å.

Results
* spin multiplicity: 2
* energy relative to the best compared isomer or geometry (same formula, charge and spin): 23.7 kJ/mol
* HOMO-LUMO gap (spin up / spin down): 0.269 / 0.142 Eh
* highest occupied orbital energy (spin up / spin down): -12.2 / -12.2 eV
* total charge: +2
* lowest unoccupied orbital energy (spin up / spin down): -4.88 / -8.34 eV